1.
DFT (ωB97M-V with the def2-TZVPD basis set) results for a structure of composition C39H43AuN8O4Te.

Element x y z (Å)
C1 4.379 -0.507 1.016
H1 2.890 5.200 -2.161
O1 0.550 -6.497 2.530
C2 -3.854 -0.031 5.586
N1 -0.235 -2.703 4.169
H2 -1.140 9.280 -3.220
H3 -2.412 7.376 -0.684
H4 -0.110 9.781 -1.887
H5 -0.288 -3.573 6.040
H6 5.581 2.663 -1.004
Te1 0.388 3.161 -0.392
C3 6.518 4.013 1.141
H7 2.220 5.744 -3.699
C4 2.942 -0.724 3.003
C5 2.004 5.177 -2.795
H8 1.063 4.074 2.399
H9 -3.093 1.984 3.843
C6 -1.576 -3.768 2.397
H10 -4.915 0.005 5.313
H11 -1.828 9.485 -1.610
C7 -0.043 5.039 -1.263
C8 3.272 -0.063 1.795
C9 2.722 4.256 1.038
H12 2.294 2.124 -2.519
H13 1.832 4.142 -3.088
N2 0.385 1.332 -1.404
H14 -3.605 0.911 6.086
H15 2.079 5.484 2.671
H16 2.406 -6.221 1.625
H17 3.986 2.463 -2.879
H18 0.730 -2.127 5.930
C10 0.674 -2.298 2.144
C11 5.090 3.848 0.707
H19 7.043 4.714 0.489
H20 0.951 5.484 1.325
H21 -1.646 -0.191 -2.899
H22 7.050 3.062 1.094
C12 -3.037 -0.139 4.328
C13 -2.180 0.833 2.279
N3 -1.726 -0.291 1.789
O2 -1.099 2.668 -2.474
H23 -1.907 4.710 1.085
H24 1.137 7.654 -3.030
C14 -0.556 1.564 -2.369
N4 2.485 0.858 1.241
C15 -0.426 -3.869 3.399
C16 4.046 4.423 1.421
H25 -1.048 -1.985 5.989
H26 -2.444 3.853 -0.370
H27 -4.175 -1.145 7.159
H28 -2.115 1.704 1.638
H29 -1.243 0.865 -4.254
H30 0.199 -0.686 3.564
N5 -2.085 -2.685 1.971
H31 3.542 1.062 -1.899
C17 1.426 -2.577 0.031
C18 2.449 3.505 -0.111
C19 0.881 -3.731 2.453
C20 1.335 -6.049 1.449
C21 0.803 5.763 -2.109
C22 1.640 4.856 1.897
H32 6.583 4.392 2.160
C23 -0.212 -2.575 5.608
C24 -0.647 7.702 -1.848
C25 -0.867 0.440 -3.327
N6 0.991 -1.774 1.001
H33 1.815 -2.074 -0.850
H34 0.011 -0.173 -3.517
H35 -0.417 -4.789 3.970
H36 -2.796 -2.237 4.418
C26 -0.205 -1.634 3.207
H37 1.708 -3.886 3.159
C27 -2.235 4.840 0.049
C28 -1.673 -1.453 2.676
C29 -2.775 0.993 3.548
O3 -3.579 -1.151 6.403
C30 -2.567 -1.331 3.878
C31 3.470 2.922 -0.861
C32 3.299 2.105 -2.111
H38 1.074 -6.546 0.509
C33 0.483 7.089 -2.374
H39 -3.176 5.387 0.070
H40 -1.891 -4.696 1.917
N7 5.269 -0.896 0.395
C34 -1.499 6.935 -1.066
Au1 -0.569 0.176 0.074
O4 1.454 1.203 1.870
C35 -0.951 9.139 -2.155
C36 -1.225 5.603 -0.772
N8 2.688 -1.280 3.984
H41 1.631 -4.552 -0.812
C37 1.145 -4.573 1.277
C38 1.377 -3.981 0.070
H42 4.264 5.005 2.310
H43 0.704 -7.438 2.670
C39 4.779 3.116 -0.429

spin multiplicity = 2
HOMO energy (spin up / spin down) = -10.215 / -10.216 eV
molar mass = 1012.4 Da
total energy = -2654.151288 a.u.
energy relative to the best compared isomer or geometry (same formula, charge and spin) = 127.8 kcal/mol
total charge = +1
frontier orbital gap (spin up / spin down) = 5.11 / 5.09 eV

Mulliken population analysis, charges in e, atoms 1 to 5: atom 1 (C): 0.000, atom 2 (H): 0.309, atom 3 (O): -0.477, atom 4 (C): -0.842, atom 5 (N): 0.430

***

2.
DFT (ωB97M-V with the def2-TZVPD basis set) results for a structure of composition C22H33GaN4O6P.

Element x y z (Å)
H1 1.818 -4.030 -1.221
H2 -1.812 2.944 2.050
Ga1 -0.431 -0.873 -0.056
C1 1.484 2.029 2.197
H3 -1.227 3.956 4.214
H4 1.836 -1.375 -1.709
H5 -0.135 -0.931 -4.585
C2 0.163 2.128 1.710
C3 -1.532 -3.839 0.439
C4 0.791 2.020 -1.209
H6 -0.667 0.685 -4.014
C5 -0.461 3.419 3.662
H7 -1.678 -3.440 -0.574
H8 4.076 2.157 -2.127
H9 1.387 -1.530 4.428
H10 -0.855 2.916 -2.308
C6 2.421 2.950 -3.287
H11 -1.534 -4.953 0.364
H12 -2.271 1.756 -1.239
C7 0.512 -1.437 2.496
C8 2.180 1.772 -1.173
C9 -1.130 -0.963 -2.707
H13 2.842 2.576 3.779
C10 1.652 -1.640 1.682
N1 -0.041 -1.288 -1.963
C11 3.076 -1.491 2.090
N2 1.396 -1.681 0.338
N3 -0.645 -1.262 1.794
O1 -3.358 -0.946 0.086
C12 -0.803 2.835 2.447
C13 -3.640 -0.684 -2.686
H14 1.095 3.759 5.130
C14 -0.930 -0.386 -4.063
H15 -1.844 -0.428 -4.656
H16 3.701 -2.296 1.670
H17 -3.051 -1.169 0.997
C15 0.480 -1.177 3.944
H18 -0.399 -1.674 4.349
O2 2.415 -1.903 -0.447
H19 0.586 3.747 -4.128
H20 -3.801 -1.412 -3.501
H21 -4.485 -0.724 -1.993
C16 1.811 2.638 3.418
O3 1.202 -1.115 -2.512
C17 2.992 2.287 -2.191
C18 0.839 3.322 4.161
C19 -2.368 -1.025 -2.002
C20 -1.950 2.052 -0.224
O4 -1.757 -0.905 2.310
H22 -1.827 3.143 -0.144
O5 -2.526 -3.343 1.355
H23 3.437 -0.497 1.751
H24 1.013 -4.732 -2.283
H25 3.131 -1.523 3.182
C21 0.220 2.714 -2.290
H26 3.040 3.255 -4.135
H27 0.353 -0.108 4.140
H28 -3.283 -3.948 1.355
H29 2.630 1.199 -0.350
H30 -0.561 -3.558 0.846
H31 2.265 1.523 1.608
P1 -0.289 1.388 0.109
O6 1.832 -4.816 -1.790
C22 1.043 3.187 -3.313
H32 -2.639 1.659 0.547
H33 -3.555 0.339 -3.099
N4 -2.239 -1.252 -0.672

HOMO energy (spin up / spin down) = -9.907 / -9.907 eV
molar mass = 550.2 Da
total energy = -3794.304483 a.u.
energy relative to the best compared isomer or geometry (same formula, charge and spin) = 0.0 kcal/mol
total charge = +1
frontier orbital gap (spin up / spin down) = 5.15 / 5.16 eV

natural (NBO) population analysis, charges in e, atoms 1 to 5: atom 1 (H): 0.475, atom 2 (H): 0.213, atom 3 (Ga): 1.463, atom 4 (C): -0.221, atom 5 (H): 0.234

***

> The highest energy relative to the best compared isomer or geometry (same formula, charge and spin) belongs to which entry?

C39H43AuN8O4Te